(1)
Computed, not measured: a 2-piece molecular cluster, C9H20ClNO6P2S2 overall, with ωB97M-V/def2-TZVPD.

**HOMO energy**: -0.265 hartree
**Orbital gap**: 0.2313 Ha

```
! RIJCOSX wB97M-V def2-TZVPD def2/J DEFGRID3
* xyz 0 1
O -3.78 -4.62 -0.08
C -2.72 -4.15 0.23
C -1.93 -3.23 -0.66
C -1.05 -2.24 0.10
C -1.87 -1.46 1.14
N -1.36 -0.03 1.25
P -2.27 1.14 0.22
O -2.08 2.49 0.74
C 0.16 0.11 1.06
P 1.04 -0.55 2.54
S 2.82 0.15 2.69
C 0.63 -0.68 -0.20
C 1.41 0.07 -1.24
C 1.09 1.53 -1.58
C 2.30 2.45 -1.36
S 1.90 4.01 -0.61
O 0.47 4.19 -0.53
O 2.66 4.18 0.59
O 2.47 4.99 -1.73
O -0.49 -1.33 -0.79
H -2.26 -4.42 1.20
H -1.25 -3.87 -1.24
H -2.57 -2.73 -1.39
H -0.27 -2.82 0.61
H -1.79 -1.91 2.13
H -2.93 -1.44 0.88
H -1.54 0.28 2.21
H -3.55 0.59 0.37
H -1.78 0.80 -1.04
H 0.41 1.17 1.06
H 0.92 -1.94 2.41
H 0.18 -0.15 3.59
H 1.34 -1.46 0.11
H 1.28 -0.53 -2.14
H 2.46 -0.09 -0.99
H 0.23 1.95 -1.04
H 0.84 1.58 -2.64
H 3.05 2.01 -0.70
H 2.81 2.67 -2.30
H 2.14 5.88 -1.54
Cl 2.89 -2.59 -1.34
*
```

(2)
Computed, not measured: C9H20MgO5 as an isolated structure, with ωB97M-V/def2-TZVPD.

**HOMO energy**: -0.173 hartree
**Orbital gap**: 0.1698 Ha

```
! RIJCOSX wB97M-V def2-TZVPD def2/J DEFGRID3
* xyz 0 1
O 0.21 -0.31 2.34
C -0.37 -1.32 3.14
C -0.67 -2.60 2.40
O 0.53 -3.15 1.91
C 0.32 -4.22 1.03
H -1.30 -0.95 3.61
H 0.36 -1.52 3.94
H -1.37 -2.41 1.56
H -1.17 -3.30 3.10
H 1.30 -4.59 0.71
H -0.23 -5.04 1.52
H -0.26 -3.91 0.14
O 0.43 -0.19 -0.33
C -0.46 0.61 0.21
C -0.70 0.53 1.70
O 0.70 2.15 -0.01
C 0.42 2.93 -1.15
C 0.62 2.25 -2.50
O -0.29 1.20 -2.77
C -1.53 1.60 -3.32
Mg 0.23 -0.97 -2.43
H -1.37 0.79 -0.37
H -1.76 0.26 1.85
H -0.59 1.56 2.09
H 1.08 3.81 -1.12
H -0.62 3.28 -1.08
H 1.62 1.80 -2.55
H 0.56 3.01 -3.30
H -2.15 0.70 -3.40
H -2.03 2.34 -2.68
H -1.37 2.03 -4.32
C 2.13 0.99 -0.04
H 2.62 0.01 -0.12
H 2.78 1.50 -0.77
H 2.28 1.15 1.03
*
```

(3)
Computed, not measured: a 2-piece molecular cluster, C9H20N2O5S overall, with ωB97M-V/def2-TZVPD.

**Relative energy (zero: lowest compared OMol25 entry of this formula, charge and spin)**: 0.0 kJ/mol
**HOMO energy**: -0.294 hartree
**SMILES**: C[C@@H](O)[C@H](N)C(=O)O.CSCC[C@H](N)C(=O)O
**Orbital gap**: 0.3054 Ha

```
! RIJCOSX wB97M-V def2-TZVPD def2/J DEFGRID3
* xyz 0 1
C 3.35 0.61 1.99
C 3.67 0.57 0.49
O 5.07 0.27 0.27
C 2.80 -0.38 -0.34
N 3.27 -0.54 -1.72
C 1.31 0.03 -0.49
O 0.71 0.69 0.33
O 0.76 -0.45 -1.60
H 3.69 -0.30 2.41
H 3.90 1.44 2.48
H 2.29 0.71 2.21
H 3.53 1.59 0.03
H 5.39 -0.17 1.00
H 2.79 -1.39 0.16
H 3.28 0.40 -2.11
H 4.22 -0.79 -1.67
H 1.52 -0.90 -2.10
C -1.16 3.07 -0.30
S -2.81 2.70 0.27
C -3.04 1.07 -0.39
C -2.10 0.05 0.16
C -2.53 -1.35 -0.22
N -3.91 -1.64 0.13
C -1.47 -2.37 0.33
O -1.70 -3.38 0.99
O -0.25 -2.11 -0.10
H -0.93 3.94 0.20
H -1.08 3.22 -1.28
H -0.45 2.33 0.02
H -2.84 1.15 -1.50
H -4.06 0.82 -0.27
H -1.11 0.27 -0.27
H -2.02 0.13 1.26
H -2.43 -1.49 -1.28
H -4.08 -1.56 1.07
H -4.12 -2.61 -0.13
H 0.31 -2.82 0.16
*
```

(4)
Computed, not measured: C9H20NO8RbS2 as an isolated structure, with ωB97M-V/def2-TZVPD.

**HOMO energy (spin up / spin down)**: -0.137 / -0.137 hartree
**Orbital gap (spin up / spin down)**: 0.1913 / 0.1438 Ha

```
! RIJCOSX wB97M-V def2-TZVPD def2/J DEFGRID3
* xyz -1 2
Rb 2.13 1.89 2.58
S 0.60 -0.91 3.25
O 0.09 -2.15 2.76
O 0.36 -0.90 4.67
O 2.04 -0.82 3.03
O -0.02 0.26 2.65
S 2.68 5.07 3.96
O 1.77 4.66 2.85
O 1.97 5.84 4.96
O 3.31 3.83 4.46
O 3.75 5.95 3.42
C -4.70 0.22 -1.45
C -3.51 -0.26 -0.68
C -2.16 -0.21 -1.35
C -1.03 -0.74 -0.41
N 0.41 -0.62 -0.98
C 0.47 -1.05 -2.52
C 1.73 -1.87 -2.81
C 1.92 -2.68 -1.45
C 1.39 -1.68 -0.34
C 0.99 0.80 -0.90
H -4.62 1.28 -1.68
H -5.66 0.05 -0.97
H -4.91 -0.27 -2.40
H -3.73 -1.32 -0.61
H -3.47 0.07 0.36
H -1.89 0.84 -1.46
H -2.23 -0.58 -2.37
H -1.22 -1.81 -0.40
H -1.06 -0.23 0.55
H 0.29 -0.17 -3.13
H -0.35 -1.77 -2.51
H 2.61 -1.28 -3.09
H 1.63 -2.66 -3.54
H 2.91 -2.99 -1.12
H 1.31 -3.58 -1.44
H 2.16 -1.18 0.24
H 0.77 -2.24 0.36
H 0.32 1.53 -1.37
H 2.00 0.67 -1.29
H 0.94 0.99 0.17
*
```

(5)
Computed, not measured: C9H21AgFN3O3 as an isolated structure, with ωB97M-V/def2-TZVPD.

**HOMO energy**: -0.282 hartree
**Orbital gap**: 0.2980 Ha

```
! RIJCOSX wB97M-V def2-TZVPD def2/J DEFGRID3
* xyz 0 1
Ag 0.27 1.54 -0.86
F 0.96 2.83 -2.47
C 1.90 -0.88 -2.38
O 1.25 -0.49 -1.43
N 1.69 -0.57 -3.66
C 2.57 -1.09 -4.67
C 0.64 0.31 -4.13
H 2.75 -1.55 -2.22
H 3.18 -1.91 -4.31
H 3.22 -0.30 -5.08
H 2.03 -1.42 -5.56
H 1.06 1.09 -4.77
H -0.10 -0.27 -4.69
H 0.14 0.79 -3.30
C -2.92 1.70 0.18
O -2.13 1.64 -0.74
N -3.19 0.70 1.02
C -4.15 0.86 2.08
C -2.44 -0.54 0.99
H -3.47 2.62 0.40
H -4.70 1.79 1.92
H -3.67 0.89 3.06
H -4.90 0.07 2.04
H -1.67 -0.45 0.23
H -1.96 -0.66 1.97
H -3.14 -1.36 0.82
C 0.80 0.87 2.59
O 0.27 1.08 1.52
N 1.36 -0.30 2.93
C 1.30 -1.39 2.00
C 1.97 -0.50 4.24
H 0.90 1.62 3.39
H 0.30 -1.85 1.97
H 2.03 -2.15 2.24
H 1.51 -1.03 0.99
H 2.20 0.46 4.68
H 1.29 -1.06 4.88
H 2.86 -1.11 4.14
*
```

(6)
Computed, not measured: a 3-piece molecular cluster, C9H21BO7P2S overall, with ωB97M-V/def2-TZVPD.

**Relative energy (zero: lowest compared OMol25 entry of this formula, charge and spin)**: 0.0 kJ/mol
**HOMO energy**: -0.254 hartree
**SMILES**: CB(O)[PH3][PH2]=S.C[C@@H]1COC(=O)O1.C[C@@H]1COC(=O)O1
**Orbital gap**: 0.2665 Ha

```
! RIJCOSX wB97M-V def2-TZVPD def2/J DEFGRID3
* xyz 0 1
C -0.06 -3.78 -3.03
B 0.96 -2.76 -2.44
O 2.31 -3.02 -2.50
P 0.36 -1.07 -1.56
P -0.17 0.94 -0.53
S 1.30 2.24 -0.61
H -0.58 -4.23 -2.17
H 0.43 -4.57 -3.59
H -0.82 -3.31 -3.66
H 2.71 -3.05 -1.63
H -0.69 -1.71 -0.81
H 1.61 -0.86 -0.88
H 0.11 -0.43 -2.82
H -1.39 1.46 -1.04
H -0.47 0.59 0.78
C 5.14 3.72 2.62
C 4.76 2.28 2.84
C 5.35 1.29 1.85
O 4.35 0.28 1.80
C 3.16 0.84 2.13
O 2.10 0.33 1.98
O 3.35 2.09 2.62
H 4.73 4.08 1.67
H 4.75 4.36 3.41
H 6.23 3.83 2.60
H 4.98 1.98 3.87
H 6.30 0.86 2.17
H 5.46 1.73 0.86
C -6.63 0.39 -0.44
C -5.15 0.13 -0.59
C -4.77 -1.32 -0.83
O -3.48 -1.41 -0.22
C -3.40 -0.46 0.74
O -2.53 -0.38 1.54
O -4.45 0.39 0.64
H -7.01 -0.09 0.46
H -6.82 1.46 -0.35
H -7.17 0.02 -1.30
H -4.72 0.77 -1.35
H -4.71 -1.59 -1.88
H -5.45 -2.02 -0.32
*
```

(7)
Computed, not measured: C9H21Cl2HoO5P2 as an isolated structure, with ωB97M-V/def2-TZVPD.

**Relative energy (zero: lowest compared OMol25 entry of this formula, charge and spin)**: 0.0 kJ/mol
**HOMO energy (spin up / spin down)**: -0.580 / -0.580 hartree
**Orbital gap (spin up / spin down)**: 0.3193 / 0.3220 Ha

```
! RIJCOSX wB97M-V def2-TZVPD def2/J DEFGRID3
* xyz 2 5
C -4.71 1.73 0.30
C -3.45 1.02 0.58
H -4.57 2.53 -0.43
H -5.09 2.15 1.24
H -5.45 1.00 -0.08
O -2.42 1.08 -0.14
Cl -3.45 0.07 2.03
Ho -0.49 -0.06 0.26
P -0.27 -1.74 -2.05
C 0.40 -1.66 -3.74
C 0.14 -3.48 -1.65
H -2.66 -1.94 -1.49
H -2.29 -2.56 -3.13
H -2.39 -0.80 -2.84
C -2.08 -1.76 -2.41
H -0.22 -3.72 -0.65
H -0.31 -4.16 -2.38
H -0.08 -2.41 -4.38
H 1.48 -1.85 -3.72
H 1.23 -3.60 -1.66
H 0.23 -0.67 -4.17
C 1.33 0.42 -1.61
O 2.11 0.74 -2.40
Cl -1.02 -2.23 1.33
C 4.44 2.00 2.03
O 2.98 1.97 2.02
P 2.15 1.32 0.76
O 1.48 -0.13 1.43
C 1.83 -0.83 2.66
O 0.59 2.06 0.84
C 0.18 2.96 1.92
H 4.85 2.44 1.11
H 4.87 1.00 2.16
H 4.73 2.63 2.88
H 2.11 -1.84 2.37
H 2.65 -0.34 3.19
H 0.94 -0.88 3.29
H -0.77 2.59 2.32
H 0.93 2.98 2.71
H 0.07 3.96 1.49
*
```

(8)
Computed, not measured: one molecule with the formula C9H21ClSi, with ωB97M-V/def2-TZVPD.

**Relative energy (zero: lowest compared OMol25 entry of this formula, charge and spin)**: 91.9 kJ/mol
**HOMO energy**: -0.360 hartree
**SMILES**: CCCC[Si](C)(Cl)CCCC
**Orbital gap**: 0.3906 Ha

```
! RIJCOSX wB97M-V def2-TZVPD def2/J DEFGRID3
* xyz 0 1
C -0.70 2.42 1.45
C 0.54 2.97 0.65
C 1.22 1.98 -0.37
C 0.44 1.61 -1.61
Si 0.19 -0.18 -2.19
C -1.34 -0.27 -3.28
Cl 1.72 -0.51 -3.61
C 0.42 -1.57 -0.82
C 0.17 -1.48 0.78
C -0.03 -2.79 1.60
C -0.40 -2.66 3.06
H -0.49 1.44 1.73
H -1.56 2.38 0.76
H -0.93 3.04 2.34
H 0.24 3.81 0.03
H 1.19 3.41 1.43
H 1.50 1.05 0.15
H 2.23 2.35 -0.74
H 0.88 2.10 -2.50
H -0.58 1.96 -1.55
H -1.15 0.23 -4.17
H -2.17 0.21 -2.78
H -1.54 -1.35 -3.44
H 1.45 -1.83 -0.97
H -0.37 -2.31 -1.24
H -0.80 -0.94 1.03
H 0.88 -0.81 1.24
H 1.05 -3.20 1.68
H -0.56 -3.46 0.96
H -0.80 -3.49 3.54
H 0.42 -2.27 3.68
H -1.14 -1.86 3.18
*
```

(9)
Computed, not measured: a 3-piece molecular cluster, C9H21F3NO9P2S overall, with ωB97M-V/def2-TZVPD.

**HOMO energy**: -0.204 hartree
**Orbital gap**: 0.2902 Ha

```
! RIJCOSX wB97M-V def2-TZVPD def2/J DEFGRID3
* xyz -1 1
C -4.12 -3.07 -3.26
C -3.44 -1.99 -2.39
O -2.05 -2.21 -2.14
P -1.62 -3.67 -1.50
C -0.83 -3.28 0.10
C -1.85 -2.77 1.13
C -1.18 -1.90 2.23
O -1.80 -0.64 2.42
P 0.16 -4.27 -2.66
N -0.47 -5.43 -3.75
O 0.51 -3.00 -3.66
H -3.42 -3.79 -3.68
H -4.61 -2.57 -4.10
H -4.92 -3.57 -2.70
H -4.00 -1.85 -1.47
H -3.49 -1.04 -2.93
H -0.39 -4.21 0.47
H 0.01 -2.58 0.00
H -2.28 -3.64 1.63
H -2.64 -2.17 0.68
H -0.14 -1.72 1.95
H -1.16 -2.41 3.20
H -1.84 -0.20 1.57
H -1.34 -5.86 -3.42
H 0.21 -6.18 -3.81
H 0.91 -2.32 -3.11
C 0.44 3.34 3.60
F 0.91 4.42 4.26
F -0.24 3.82 2.53
F 1.51 2.70 3.10
S -0.60 2.26 4.67
O -1.67 3.15 5.08
O 0.32 1.88 5.72
O -0.98 1.20 3.76
C 3.08 5.22 1.76
O 3.46 5.51 0.40
C 3.84 4.45 -0.30
O 3.90 3.32 0.08
O 4.16 4.87 -1.54
C 4.59 3.83 -2.41
H 2.80 6.17 2.21
H 2.22 4.55 1.78
H 3.91 4.79 2.31
H 3.80 3.09 -2.55
H 5.49 3.35 -2.02
H 4.82 4.30 -3.36
*
```

(10)
Computed, not measured: C9H21INOP2Tc as an isolated structure, with ωB97M-V/def2-TZVPD.

**HOMO energy (spin up / spin down)**: -0.689 / -0.759 hartree
**Orbital gap (spin up / spin down)**: 0.1977 / 0.1972 Ha

```
! RIJCOSX wB97M-V def2-TZVPD def2/J DEFGRID3
* xyz 3 4
C 0.84 0.08 -3.80
I 2.64 0.15 -2.80
H 0.99 -0.55 -4.67
H 0.58 1.09 -4.14
H 0.07 -0.32 -3.14
Tc -0.64 -0.03 0.98
P -0.07 2.11 0.44
C -1.32 3.18 1.26
C 1.49 2.45 1.33
H 1.72 3.53 1.31
H 0.38 3.88 -1.15
H 2.28 1.90 0.81
H 0.93 2.28 -1.73
H -1.37 2.94 2.33
H 1.40 2.08 2.36
C 0.12 2.81 -1.21
H -1.09 4.24 1.13
H -0.81 2.67 -1.77
H -2.30 2.97 0.82
P -0.04 -2.13 0.35
C -1.35 -3.28 0.88
C 0.42 -2.72 -1.31
H 2.25 -1.94 1.05
H 1.63 -3.58 1.42
H 1.17 -2.17 2.44
C 1.39 -2.51 1.42
H 1.35 -2.22 -1.64
H 0.57 -3.82 -1.31
H -1.18 -4.29 0.51
H -2.31 -2.92 0.50
H -0.38 -2.45 -2.01
H -1.41 -3.27 1.98
C -2.42 -0.03 0.32
O -3.52 -0.02 -0.08
N -1.07 -0.06 4.13
C -0.93 -0.05 2.96
*
```

(11)
Computed, not measured: an isolated ion of composition C9H21N2 and charge +1, with ωB97M-V/def2-TZVPD.

**Relative energy (zero: lowest compared OMol25 entry of this formula, charge and spin)**: 356.1 kJ/mol
**HOMO energy**: -0.481 hartree
**SMILES**: CC(C)(C)N(C=[NH2+])C(C)(C)C
**Orbital gap**: 0.3228 Ha

```
! RIJCOSX wB97M-V def2-TZVPD def2/J DEFGRID3
* xyz 1 1
C 2.07 0.84 -0.87
C 0.97 0.94 0.14
C 0.28 2.30 0.07
C 1.59 0.69 1.54
N 0.15 -0.18 -0.30
C 1.09 -1.67 0.15
N 1.71 -2.38 -0.68
C -1.26 -0.49 0.01
C -1.62 -1.99 0.01
C -1.78 0.10 1.36
C -2.08 0.08 -1.15
H 2.71 0.00 -0.58
H 1.63 0.28 -1.75
H 2.67 1.69 -0.94
H 1.14 3.07 -0.04
H -0.19 2.75 1.04
H -0.32 2.21 -0.73
H 2.43 1.29 1.84
H 0.84 0.58 2.38
H 1.91 -0.35 1.53
H 1.00 -2.20 1.10
H 2.16 -3.27 -0.49
H 1.85 -2.12 -1.74
H -1.52 -2.43 -0.98
H -1.20 -2.62 0.84
H -2.70 -2.04 0.13
H -1.72 1.15 1.35
H -1.26 -0.23 2.26
H -2.82 -0.07 1.52
H -2.12 1.15 -1.25
H -1.58 -0.36 -2.00
H -2.99 -0.43 -1.13
*
```

(12)
Computed, not measured: a 2-piece molecular cluster, C9H21NO2P overall, with ωB97M-V/def2-TZVPD.

**Relative energy (zero: lowest compared OMol25 entry of this formula, charge and spin)**: 150.5 kJ/mol
**HOMO energy**: -0.143 hartree
**Orbital gap**: 0.2720 Ha

```
! RIJCOSX wB97M-V def2-TZVPD def2/J DEFGRID3
* xyz -1 1
C -3.32 -0.98 -0.48
C -1.33 -2.49 -0.73
C -1.59 -1.34 1.41
C 2.26 1.99 -0.18
C 0.05 2.82 -1.05
C 0.24 2.06 1.29
C 3.53 -2.15 0.18
C -1.78 -1.20 -0.14
C 0.77 1.89 -0.07
N -1.02 -0.13 -0.64
O 1.50 -0.75 0.30
O 3.44 -3.29 -0.18
P 0.49 0.07 -0.51
H -3.48 0.05 -0.18
H -3.66 -1.22 -1.46
H -3.91 -1.65 0.16
H -1.79 -2.53 -1.81
H -1.31 -3.35 -0.06
H -0.24 -2.45 -0.89
H -0.56 -1.41 1.66
H -1.87 -0.42 1.81
H -2.30 -2.08 2.07
H 2.54 1.42 -1.02
H 2.62 2.99 -0.32
H 2.76 1.70 0.67
H -0.19 3.68 -0.46
H -0.89 2.27 -1.42
H 0.64 3.05 -1.90
H 0.42 3.20 1.74
H -0.93 1.78 1.27
H 0.77 1.43 2.01
H 0.97 0.22 -1.73
H 3.78 -1.76 1.30
H 3.40 -1.42 -0.65
*
```